Molecular formula: C4H11NO2
Method: DFT, ωB97M-V with the def2-TZVPD basis set

Last column: Mulliken charge in e.
Atoms and positions in Å:
C 0.183 1.152 0.972  -0.95
N -0.967 0.641 0.236  -0.14
C -2.021 0.173 1.120  -0.94
C -0.539 -0.365 -0.720  -0.49
C 0.297 0.219 -1.844  0.05
O 1.495 0.296 -1.857  -0.48
H 0.824 0.371 1.396  0.36
H 0.874 1.682 0.319  0.26
H -0.169 1.805 1.732  0.36
H -2.540 1.019 1.547  0.31
H -1.648 -0.413 1.973  0.33
H -2.707 -0.421 0.522  0.35
H -1.436 -0.864 -1.104  0.38
H 0.030 -1.213 -0.285  0.29
H -0.290 0.369 -2.763  0.32
H 2.235 -1.262 -0.832  0.33
H 3.628 -1.398 -0.206  0.30
O 2.751 -1.792 -0.207  -0.66

LUMO level in eV: 0.7
Strongest force on any atom in eV Å⁻¹: 1.541
Energy relative to the best compared isomer or geometry (same formula, charge and spin) in kJ/mol: 180.9
Frontier orbital gap in eV: 9.64



Molecular formula: C4H11NO2
Method: DFT, ωB97M-V with the def2-TZVPD basis set

Last column: Mulliken charge in e.
Atoms and positions in Å:
C -0.783 0.456 -1.708  -0.90
C -1.270 -0.814 -0.915  0.57
C -0.676 -2.234 1.057  -0.70
C 2.121 2.772 1.358  -0.49
H 0.216 0.780 -1.556  0.31
H -1.513 1.321 -1.541  0.23
H -0.856 0.257 -2.772  0.28
H 0.351 -0.435 0.376  0.25
H -1.646 -1.974 1.594  0.26
H -0.900 -3.206 0.576  0.25
H 0.144 -2.173 1.892  0.27
H 3.419 1.554 0.306  0.32
H 1.017 2.908 1.706  0.22
H 2.728 3.139 2.278  0.23
H 2.371 3.464 0.549  0.25
N -0.364 -1.176 -0.014  -0.22
O -2.368 -1.289 -1.103  -0.61
O 2.477 1.478 0.845  -0.51

LUMO level in eV: 0.4
Strongest force on any atom in eV Å⁻¹: 4.964
Energy relative to the best compared isomer or geometry (same formula, charge and spin) in kJ/mol: 212.5
Frontier orbital gap in eV: 9.92



Molecular formula: C4H11NO2
Method: DFT, ωB97M-V with the def2-TZVPD basis set

Last column: Mulliken charge in e.
Atoms and positions in Å:
C 3.545 -0.922 0.998  -1.01
C 2.567 -0.451 -0.106  -0.61
N 1.236 -0.123 0.468  -0.29
C 0.178 0.557 -0.378  -0.36
C -0.180 1.883 0.257  -0.02
O -1.266 2.425 0.165  -0.48
H 3.231 -1.844 1.566  0.31
H 4.512 -1.069 0.472  0.31
H 3.823 -0.165 1.763  0.27
H 2.962 0.485 -0.500  0.36
H 2.588 -0.993 -1.032  0.39
H 1.039 -0.999 0.938  0.24
H -0.684 -0.156 -0.333  0.31
H 0.468 0.761 -1.454  0.25
H 0.478 2.163 1.079  0.34
H -5.586 -1.473 -1.523  0.33
H -4.552 -2.763 -1.511  0.33
O -5.433 -2.362 -1.086  -0.66

LUMO level in eV: 0.6
Strongest force on any atom in eV Å⁻¹: 3.711
Energy relative to the best compared isomer or geometry (same formula, charge and spin) in kJ/mol: 251.7
Frontier orbital gap in eV: 9.82



Molecular formula: C4H11NO2
Method: DFT, ωB97M-V with the def2-TZVPD basis set

Last column: Mulliken charge in e.
Atoms and positions in Å:
C 1.647 0.031 -0.567  0.07
N 1.214 1.178 -0.206  -0.56
C -0.372 -1.445 0.710  -0.46
C 0.139 -1.377 1.929  -0.71
O 2.601 -0.709 -0.007  -0.43
H 2.790 -0.420 0.899  0.34
H 1.354 -0.348 -1.536  0.38
H 1.516 1.496 0.711  0.25
H -0.292 1.288 -0.237  0.39
H -0.312 -2.366 0.143  0.30
H 0.650 -2.204 2.406  0.31
H 0.030 -0.485 2.532  0.29
C -2.018 1.184 -1.456  -0.59
O -1.394 1.147 -0.200  -0.67
H -0.941 -0.527 0.292  0.34
H -3.056 0.861 -1.347  0.23
H -1.548 0.502 -2.179  0.23
H -2.007 2.194 -1.885  0.29

LUMO level in eV: 0.5
Strongest force on any atom in eV Å⁻¹: 3.159
Energy relative to the best compared isomer or geometry (same formula, charge and spin) in kJ/mol: 304.5
Frontier orbital gap in eV: 9.70



Molecular formula: C4H11NO2
Method: DFT, ωB97M-V with the def2-TZVPD basis set

Last column: Mulliken charge in e.
Atoms and positions in Å:
C 1.230 0.004 0.050  0.15
N -0.123 -0.240 0.202  -0.16
C -0.679 -1.574 -0.163  -0.40
C -2.199 -1.542 0.064  -0.50
C -3.013 -0.303 -0.267  -1.10
O 2.119 -0.594 0.614  -0.46
H 1.415 1.027 -0.313  0.01
H -0.549 0.327 0.916  0.23
H -0.392 -1.731 -1.188  0.32
H -0.339 -2.381 0.486  0.25
H -2.653 -2.370 -0.491  0.34
H -2.465 -1.785 1.108  0.30
H -3.962 -0.222 0.273  0.36
H -2.969 -0.051 -1.333  0.30
H -2.497 0.569 0.153  0.28
H 2.164 3.698 -1.133  0.32
H 2.517 2.460 -0.241  0.42
O 2.670 3.406 -0.355  -0.65

LUMO level in eV: 0.6
Strongest force on any atom in eV Å⁻¹: 3.199
Energy relative to the best compared isomer or geometry (same formula, charge and spin) in kJ/mol: 198.2
Frontier orbital gap in eV: 10.27



Molecular formula: C4H11NO2
Method: DFT, ωB97M-V with the def2-TZVPD basis set

Last column: Mulliken charge in e.
Atoms and positions in Å:
C -0.795 -0.624 -0.719  -0.34
O -0.934 -2.001 -1.113  -0.54
C 0.290 -0.446 0.453  -0.08
C 0.663 1.031 0.393  0.24
C 1.600 1.293 -0.848  -1.46
O -0.598 1.613 0.307  -0.52
N -0.136 -0.886 1.715  -0.68
H -0.320 -0.288 -1.608  0.25
H -1.768 -0.188 -0.504  0.28
H -1.110 -2.742 -0.596  0.27
H 1.250 -0.896 0.213  0.22
H 1.169 1.370 1.385  0.28
H 2.169 0.366 -0.990  0.31
H 1.098 1.697 -1.637  0.45
H 2.393 1.981 -0.916  0.39
H -0.633 2.395 -0.200  0.30
H -0.702 -1.743 1.585  0.28
H -0.890 -0.163 2.042  0.33

LUMO level in eV: 0.8
Strongest force on any atom in eV Å⁻¹: 3.882
Energy relative to the best compared isomer or geometry (same formula, charge and spin) in kJ/mol: 282.9
Frontier orbital gap in eV: 10.00



Molecular formula: C4H11NO2
Method: DFT, ωB97M-V with the def2-TZVPD basis set

Last column: Mulliken charge in e.
Atoms and positions in Å:
C -2.198 0.795 -0.636  -0.73
C -0.026 -0.502 1.869  -0.71
O -0.960 0.471 -0.069  -0.31
H -2.608 0.007 -1.281  0.32
H -2.149 1.742 -1.194  0.24
H -2.912 0.955 0.187  0.25
H 0.120 -1.531 2.187  0.30
H -1.047 -0.222 2.085  0.23
H 0.644 0.213 2.336  0.28
C 1.164 0.922 -1.382  -0.76
C 1.012 -0.889 0.114  -0.01
O 1.074 -2.263 -0.041  -0.50
N 0.459 -0.265 -0.934  -0.15
H 1.455 -2.648 0.758  0.35
H 1.923 -0.475 0.553  0.30
H 1.987 0.624 -2.039  0.35
H 1.578 1.516 -0.558  0.33
H 0.483 1.551 -1.956  0.24

LUMO level (spin up / spin down) in eV: 0.0 / 0.0
Strongest force on any atom in eV Å⁻¹: 3.730
Energy relative to the best compared isomer or geometry (same formula, charge and spin) in kJ/mol: 650.2
Frontier orbital gap (spin up / spin down) in eV: 8.57 / 8.57



Molecular formula: C4H11NO2
Method: DFT, ωB97M-V with the def2-TZVPD basis set

Last column: Mulliken charge in e.
Atoms and positions in Å:
C -0.776 2.114 0.469  0.08
N -0.049 1.096 -0.237  0.24
C 1.196 0.584 0.256  -0.59
C 1.156 -0.948 0.315  -0.49
C -0.014 -1.486 1.147  -0.97
O -0.638 2.211 1.645  -0.30
H -1.436 2.729 -0.145  0.40
H -0.544 0.493 -0.930  0.31
H 1.990 1.018 -0.365  0.29
H 1.313 1.001 1.268  0.46
H 1.148 -1.373 -0.687  0.34
H 2.096 -1.270 0.767  0.36
H 0.257 -2.475 1.492  0.35
H -0.921 -1.575 0.531  0.26
H -0.258 -0.804 1.974  0.28
H -2.244 -0.628 -2.266  0.31
H -0.903 -0.475 -3.019  0.30
O -1.372 -0.212 -2.215  -0.64

LUMO level (spin up / spin down) in eV: -3.7 / -8.2
Total charge: +1
Strongest force on any atom in eV Å⁻¹: 1.151
Energy relative to the best compared isomer or geometry (same formula, charge and spin) in kJ/mol: 24.6
Multiplicity: 2
Frontier orbital gap (spin up / spin down) in eV: 12.34 / 7.75



> Which of these has the highest energy relative to the best compared isomer or geometry (same formula, charge and spin)?

number 7



> Which of these has the lowest energy relative to the best compared isomer or geometry (same formula, charge and spin)?

number 8



> Which value of energy relative to the best compared isomer or geometry (same formula, charge and spin) does entry 6 give?

282.9 kJ/mol



> Look up the energy relative to the best compared isomer or geometry (same formula, charge and spin) of the seventh one.

650.2 kJ/mol